Formula: C2H5NS2
Source: the OMol25 dataset
Level of theory: ωB97M-V with the def2-TZVPD basis set

Each line ends with the natural charge from an NBO analysis.
Element x y z (Å)
C1 0.798 1.067 1.069  -0.84
C2 -1.048 -1.433 -0.837  -0.12
H1 2.020 1.407 0.790  0.21
H2 0.728 0.180 1.912  0.26
H3 0.408 1.991 1.518  0.25
H4 0.856 -0.415 -1.642  0.40
H5 -1.024 -2.213 -1.654  0.21
N1 -0.346 -0.316 -1.203  -0.76
S1 -0.247 1.148 -0.310  0.45
S2 -2.145 -1.416 0.358  -0.05

Computed properties:
frontier orbital gap = 8.50 eV
maximum force = 6.6 eV Å⁻¹
spin multiplicity = 1
net charge = 0
E_HOMO = -8.5 eV
ΔE to the lowest compared entry with this formula, charge and spin = 74.2 kcal per mole